64
Properties=species:S:1:pos:R:3:forces:R:3:lowdin_charge:R:1 method="wB97M-V/def2-TZVPD" spin_multiplicity=4 total_charge=+3 energy_ha=-2922.3843 max_force_ha_per_bohr=0.0211 homo_ev="-16.72 / -16.78" e_above_lowest_ev=0.101 lumo_ev="-10.234 / -9.129"
Mn -0.4864 0.6258 0.3984 -0.14 0.07 -0.21 0.765
C 3.7817 -0.0005 0.4859 0.05 0.01 -0.01 -0.010
C 4.2417 1.0712 -0.2732 -0.13 0.08 0.01 0.013
C 3.3460 2.0552 -0.6521 -0.03 -0.05 0.01 0.043
C 2.0075 1.9286 -0.3062 -0.01 0.03 -0.08 -0.185
N 1.5683 0.8692 0.4059 -0.30 0.08 0.03 0.012
C 2.4442 -0.0632 0.8042 0.04 -0.18 0.15 -0.108
C 0.9465 2.8712 -0.6687 -0.07 -0.46 0.22 -0.157
C 1.1488 4.1370 -1.2105 -0.07 -0.01 -0.02 0.020
C 0.0739 4.9910 -1.3949 0.00 0.02 0.00 -0.014
C -1.2083 4.5922 -1.0389 0.12 0.03 -0.03 -0.023
C -1.4268 3.3284 -0.5080 -0.30 -0.38 0.08 -0.098
C -0.3559 2.4674 -0.3682 0.07 1.05 -0.26 -0.155
H 4.4524 -0.7807 0.8164 -0.02 0.00 0.02 0.127
H 5.2806 1.1374 -0.5675 0.01 0.00 0.04 0.136
H 3.6676 2.9070 -1.2328 0.03 -0.01 -0.01 0.129
H 2.0615 -0.8724 1.4124 -0.09 0.00 -0.09 0.109
H 2.1484 4.4695 -1.4557 0.01 0.00 -0.01 0.127
H 0.2413 5.9866 -1.7828 -0.01 -0.02 -0.03 0.131
H -2.0413 5.2754 -1.1365 0.00 -0.01 -0.04 0.128
H -2.4234 3.0521 -0.1868 0.01 0.00 -0.01 0.110
N -4.8501 0.5707 -2.6036 0.39 0.03 -0.14 0.203
C -4.4749 0.2016 -1.2107 0.35 -0.02 0.61 -0.016
C -2.9478 0.4310 -1.0989 0.10 -0.02 -1.07 -0.593
O -2.4429 0.3584 0.0705 0.64 0.28 0.64 -0.115
O -2.3518 0.6506 -2.1545 -0.25 -0.01 0.45 0.047
H -5.4138 1.4178 -2.6586 0.01 0.08 0.01 0.181
H -5.3456 -0.1597 -3.1129 -0.02 -0.09 0.04 0.180
H -3.9010 0.7342 -3.0424 -0.34 0.01 -0.05 0.154
H -4.6958 -0.8462 -1.0197 -0.05 0.00 -0.05 0.149
H -5.0042 0.7998 -0.4736 -0.10 0.04 -0.10 0.148
S -1.1184 1.8306 2.3700 -0.24 -0.12 -0.45 0.875
C 0.0164 1.5409 3.6165 0.35 -0.33 0.03 -0.693
N -0.0902 2.2855 4.7483 0.03 -0.10 -0.17 0.110
C 0.7414 2.1147 5.7951 0.10 -0.08 0.16 0.018
C 1.7223 1.1666 5.7149 0.08 -0.07 -0.09 0.022
C 1.7861 0.4231 4.5333 -0.14 0.13 0.08 -0.041
N 0.9548 0.6032 3.5130 -0.06 0.01 0.04 0.078
H -0.8280 2.9802 4.7931 0.02 0.06 0.06 0.170
H 0.5889 2.7387 6.6652 -0.08 0.06 -0.05 0.160
H 2.4137 1.0019 6.5271 -0.03 0.01 0.03 0.136
H 2.5257 -0.3596 4.4096 0.04 0.03 0.04 0.135
C 0.8598 -5.2242 -0.7836 -0.12 0.08 -0.02 -0.044
C -0.4722 -4.4803 -0.8452 0.28 -0.33 0.07 -0.172
N -0.3334 -3.0863 -1.3028 -0.17 -0.01 0.03 -0.045
C -0.1861 -2.8746 -2.7496 0.31 0.02 -0.24 -0.169
C 1.2503 -2.6271 -3.2081 -0.06 0.00 0.02 -0.044
C -0.3296 -2.0626 -0.4733 0.02 0.00 0.07 -0.360
C -0.5390 -2.3051 1.0049 0.01 0.09 -0.22 0.026
N -0.1487 -0.8119 -0.8771 -0.04 -0.40 0.41 0.057
H 0.6934 -6.2032 -0.3361 0.04 -0.01 -0.02 0.095
H 1.5878 -4.6868 -0.1737 0.00 -0.01 0.01 0.081
H 1.2830 -5.3793 -1.7743 0.02 0.01 0.00 0.077
H -0.9462 -4.5061 0.1319 -0.06 0.09 -0.05 0.108
H -1.1431 -4.9868 -1.5376 -0.07 0.08 0.00 0.132
H -0.8238 -2.0405 -3.0564 -0.11 -0.07 0.07 0.119
H -0.5679 -3.7669 -3.2402 -0.08 0.01 0.02 0.133
H 1.7093 -1.7771 -2.6998 0.02 -0.01 -0.01 0.069
H 1.2435 -2.4176 -4.2772 0.03 0.01 0.00 0.096
H 1.8784 -3.5002 -3.0466 0.00 0.00 0.05 0.078
H -1.4988 -2.7822 1.1962 -0.01 0.02 0.00 0.111
H -0.5267 -1.3763 1.5881 0.05 0.00 0.01 0.054
H 0.2461 -2.9457 1.4063 0.00 -0.01 0.00 0.109
H 0.0107 -0.6918 -1.8679 -0.04 0.27 0.01 0.084